This record from the OMol25 dataset describes 2 unconnected molecules or ions with the total composition C7H17NO2. The level of theory is ωB97M-V/def2-TZVPD.

```
! RIJCOSX wB97M-V def2-TZVPD def2/J DEFGRID3
* xyz 0 1
C -1.453 -1.599 -0.370
C -0.231 -1.309 -1.236
C -0.404 -1.876 -2.643
O 0.939 -1.782 -0.609
C -0.028 0.350 -1.455
O -0.860 1.020 -2.025
H -1.684 -2.666 -0.372
H -1.250 -1.281 0.652
H -2.302 -1.037 -0.752
H -0.612 -2.946 -2.594
H 0.505 -1.731 -3.227
H -1.231 -1.376 -3.143
H 1.112 -2.712 -0.789
H 1.059 0.524 -1.559
C -0.743 1.831 2.058
C 0.372 1.186 1.255
C 1.507 2.169 0.984
N 0.834 -0.030 1.860
H -1.154 2.677 1.510
H -0.358 2.181 3.017
H -1.533 1.112 2.267
H -0.209 0.718 0.240
H 2.288 1.706 0.380
H 1.139 3.040 0.448
H 1.959 2.483 1.927
H 0.770 -0.177 2.859
H 1.568 -0.474 1.319
*
```

## Properties
**Kohn-Sham gap**: 9.32 eV
**HOMO level**: -8.59 eV
**ΔE to the lowest compared entry with this formula, charge and spin**: 56.9 kcal per mole
**SMILES string**: CC(C)(O)C=O.CC(C)N
**LUMO energy**: 0.7 eV